13 unconnected molecules or ions with the total composition C43H69Br25F13N3O3 at a distorted geometry, computed with the ωB97M-V functional and the def2-TZVPD basis.

Atoms and positions in Å:
1 C -2.2541 -0.7560 2.6294
2 C -3.1171 -0.6607 1.3727
3 N -4.1912 -1.3518 1.3439
4 C -2.6726 0.2766 0.2567
5 C -3.7398 1.3792 -0.0832
6 C -4.9563 0.8660 -0.8609
7 C -4.7023 0.6503 -2.3709
8 C -4.1803 -0.7254 -2.7870
9 F -5.1960 -1.3738 -3.4331
10 F -3.8668 -1.4844 -1.7294
11 C -3.0087 -0.6727 -3.8148
12 F -2.1851 0.3856 -3.5855
13 F -3.5543 -0.4503 -5.0241
14 C -2.1084 -1.9251 -3.8679
15 F -2.8834 -2.9782 -4.1974
16 F -1.5981 -2.2006 -2.6551
17 C -0.8874 -1.8182 -4.8411
18 F -1.0951 -0.9895 -5.8686
19 F 0.1319 -1.2908 -4.1160
20 C -0.3873 -3.1887 -5.3645
21 F -1.2830 -3.6364 -6.2627
22 F -0.2704 -4.0524 -4.3486
23 C 0.9822 -3.1418 -6.0972
24 F 1.9861 -2.8689 -5.2773
25 F 0.9721 -2.2797 -7.1069
26 F 1.1926 -4.3615 -6.6086
27 C -4.2482 1.7082 1.3692
28 O -5.2624 1.3897 1.9163
29 N -3.2263 2.5211 1.8993
30 C -3.1864 3.5428 0.8553
31 O -2.3803 4.6438 1.0937
32 C -3.1670 2.7832 -0.4966
33 Br -4.3551 3.9132 -1.6337
34 C -1.8571 2.6924 -1.3348
35 C -0.5605 3.0815 -0.6485
36 O -0.1575 4.2177 -0.7556
37 N 0.1682 2.1017 0.0569
38 C 1.0935 2.7296 1.0054
39 C 0.9646 1.3273 -0.9190
40 H -1.2994 -0.2409 2.5629
41 H -2.1295 -1.8329 2.7948
42 H -2.8711 -0.4007 3.4584
43 H -4.2552 -1.8503 2.2335
44 H -2.3716 -0.2886 -0.6242
45 H -1.7929 0.7887 0.6445
46 H -5.4060 0.0187 -0.3462
47 H -5.7063 1.6574 -0.8120
48 H -4.0531 1.4433 -2.7332
49 H -5.6585 0.7916 -2.8730
50 H -3.4737 2.9929 2.7647
51 H -4.2106 3.9529 0.8681
52 H -2.1305 5.0822 0.2651
53 H -1.9501 3.3744 -2.1733
54 H -1.7294 1.6997 -1.7661
55 H 0.5643 3.3458 1.7292
56 H 1.5995 1.9309 1.5534
57 H 1.8789 3.2997 0.5006
58 H 1.8642 1.8755 -1.2202
59 H 1.3095 0.4043 -0.4602
60 H 0.3665 1.0799 -1.7956
61 Br 1.6052 -1.1070 1.2673
62 C 1.9598 -2.8664 1.9955
63 C 0.9332 -3.8689 1.5505
64 Br -0.7377 -3.5795 2.5011
65 H 1.9944 -2.7446 3.0735
66 H 2.9453 -3.1492 1.6351
67 H 1.2632 -4.8770 1.7947
68 H 0.7009 -3.8120 0.4918
69 Br 4.5358 -1.9550 -0.3311
70 C 5.8044 -0.8950 -1.3485
71 C 6.7875 -0.2088 -0.4392
72 Br 5.9890 1.3244 0.4545
73 H 5.2254 -0.2015 -1.9495
74 H 6.3161 -1.5981 -2.0023
75 H 7.6210 0.1917 -1.0119
76 H 7.1621 -0.8649 0.3399
77 Br 5.4832 -6.2189 -4.6684
78 C 4.2859 -7.3048 -3.5830
79 C 2.9334 -6.6730 -3.4291
80 Br 2.9681 -5.2004 -2.1575
81 H 4.7753 -7.4617 -2.6283
82 H 4.2039 -8.2529 -4.1086
83 H 2.2273 -7.3852 -3.0091
84 H 2.5418 -6.2725 -4.3590
85 Br -1.1926 7.2989 -0.6077
86 C 0.1723 6.9449 0.7301
87 C 0.3153 8.0897 1.6908
88 Br 1.2839 9.5859 0.9057
89 H 1.0872 6.7252 0.1903
90 H -0.1607 6.0507 1.2545
91 H 0.9080 7.7854 2.5515
92 H -0.6412 8.4808 2.0252
93 Br -8.7096 -1.6932 5.7611
94 C -7.5236 -0.1823 5.4472
95 C -6.5486 -0.4535 4.3352
96 Br -5.1118 -1.6347 4.9156
97 H -7.0337 0.0309 6.3917
98 H -8.1765 0.6452 5.1795
99 H -6.0572 0.4630 4.0225
100 H -7.0079 -0.9239 3.4718
101 Br -5.8083 -3.1621 -0.0259
102 C -5.2615 -4.8229 0.8175
103 C -6.2858 -5.9141 0.6549
104 Br -7.8007 -5.6608 1.8488
105 H -5.0626 -4.5937 1.8606
106 H -4.3326 -5.1001 0.3228
107 H -5.8638 -6.8790 0.9288
108 H -6.6837 -5.9627 -0.3530
109 Br 2.9538 -10.8387 -3.9514
110 C 3.4811 -11.0044 -2.0849
111 C 2.2969 -10.9128 -1.1636
112 Br 1.6837 -9.0794 -0.9577
113 H 4.2172 -10.2287 -1.8916
114 H 3.9492 -11.9833 -2.0047
115 H 2.5730 -11.2346 -0.1618
116 H 1.4478 -11.4929 -1.5098
117 Br -3.2651 6.5524 4.0097
118 C -2.1198 6.7983 5.5607
119 C -0.6942 7.0573 5.1561
120 Br 0.2032 5.4337 4.5670
121 H -2.2315 5.9119 6.1762
122 H -2.5217 7.6602 6.0887
123 H -0.1158 7.4154 6.0048
124 H -0.6200 7.7681 4.3404
125 Br 3.7787 15.0800 1.3071
126 C 4.3827 13.3404 1.9320
127 C 3.2288 12.4195 2.2244
128 Br 2.3619 12.8664 3.9071
129 H 5.0065 13.5184 2.8016
130 H 4.9893 12.9400 1.1229
131 H 3.5788 11.3973 2.3477
132 H 2.4612 12.4473 1.4583
133 Br 6.0184 -7.8672 -0.3036
134 C 7.5030 -9.1098 -0.1274
135 C 7.0686 -10.5305 -0.3713
136 Br 6.0877 -11.2646 1.1392
137 H 7.9207 -8.9570 0.8622
138 H 8.2283 -8.8067 -0.8792
139 H 7.9343 -11.1770 -0.4953
140 H 6.4208 -10.6228 -1.2366
141 Br -2.7961 8.1052 -4.0607
142 C -1.5597 9.2846 -4.9840
143 C -0.6352 9.9758 -4.0161
144 Br -1.5274 11.4222 -3.0730
145 H -2.1583 9.9782 -5.5650
146 H -0.9938 8.6424 -5.6552
147 H 0.1890 10.4448 -4.5489
148 H -0.2445 9.3023 -3.2590
149 Br 5.0325 -4.8327 2.6134
150 C 5.9355 -4.1060 4.1724
151 C 5.1479 -2.9737 4.7765
152 Br 5.3080 -1.3479 3.7199
153 H 6.9258 -3.8041 3.8478
154 H 6.0197 -4.9317 4.8754
155 H 5.5348 -2.7229 5.7616
156 H 4.0882 -3.1966 4.8489

Forces on atoms 1 to 2 (eV/Å):
-0.64 -0.18 -0.42
-0.17 -0.73 0.69

## Properties
- HOMO-LUMO gap: 8.534 eV
- HOMO: -8.48 eV
- LUMO level: 0.05 eV
- DFT total energy: -67718.48037 Eh
- Charge: 0
- Multiplicity: 1